Below is a 10-piece molecular cluster, C18H27F6N9P overall, with properties calculated with ωB97M-V with the def2-TZVPD basis set.

Each line ends with the Mulliken charge.
Geometry (Å):
1 P 0.49 -0.61 -0.56  1.143
2 F -0.10 0.75 0.03  -0.348
3 F -0.55 -0.42 -1.80  -0.351
4 F 1.71 0.14 -1.40  -0.366
5 F 1.09 -2.02 -1.20  -0.366
6 F 1.46 -0.60 0.75  -0.363
7 F -0.61 -1.44 0.28  -0.348
8 C -2.35 -1.50 6.60  -0.734
9 C -3.11 -1.32 7.91  0.332
10 N -3.72 -1.30 8.94  -0.386
11 H -2.48 -2.42 6.03  0.295
12 H -1.33 -1.73 6.91  0.239
13 H -2.46 -0.60 5.99  0.255
14 C -6.95 -3.70 -1.65  -0.739
15 C -6.18 -4.84 -1.15  0.340
16 N -5.65 -5.82 -0.73  -0.368
17 H -7.94 -3.63 -1.20  0.256
18 H -7.17 -3.80 -2.71  0.254
19 H -6.41 -2.76 -1.54  0.258
20 C 1.30 -8.88 -1.67  -0.665
21 C 0.86 -10.05 -2.52  0.234
22 N 0.51 -10.95 -3.11  -0.333
23 H 2.12 -8.41 -2.21  0.253
24 H 1.76 -9.30 -0.77  0.246
25 H 0.45 -8.23 -1.51  0.265
26 C 2.76 6.65 -4.72  -0.702
27 C 3.06 8.12 -4.73  0.297
28 N 3.33 9.26 -4.74  -0.366
29 H 3.59 5.95 -4.69  0.279
30 H 2.13 6.44 -5.59  0.244
31 H 2.10 6.51 -3.87  0.247
32 C 3.98 -5.39 5.76  -0.692
33 C 4.29 -6.80 5.57  0.308
34 N 4.58 -7.95 5.45  -0.378
35 H 3.15 -5.10 5.11  0.261
36 H 4.91 -4.86 5.55  0.244
37 H 3.78 -5.15 6.80  0.258
38 C 3.28 -0.67 -8.46  -0.696
39 C 4.12 -1.79 -8.02  0.294
40 N 4.77 -2.68 -7.67  -0.355
41 H 3.97 0.17 -8.58  0.235
42 H 2.52 -0.56 -7.69  0.249
43 H 2.75 -0.78 -9.41  0.273
44 C -5.98 4.30 -2.44  -0.776
45 C -6.88 4.21 -3.59  0.340
46 N -7.63 4.23 -4.47  -0.346
47 H -5.26 3.48 -2.43  0.263
48 H -6.37 4.22 -1.42  0.280
49 H -5.52 5.29 -2.47  0.239
50 C 4.88 2.92 5.39  -0.739
51 C 5.05 4.01 4.38  0.279
52 N 5.24 4.89 3.71  -0.304
53 H 5.77 2.88 6.01  0.242
54 H 4.74 1.90 5.02  0.277
55 H 3.99 3.09 6.00  0.245
56 C -1.44 7.39 2.30  -0.771
57 C -1.94 8.71 1.76  0.334
58 N -2.40 9.68 1.34  -0.354
59 H -2.18 6.66 1.97  0.243
60 H -1.32 7.29 3.38  0.259
61 H -0.58 6.92 1.81  0.289

## Properties
charge	-1
energy above the lowest of the compared OMol25 structures with the same formula, charge and spin	71.7	kcal/mol
gap between HOMO and LUMO	0.387	Ha
HOMO energy	-8.825	eV

---

Below is C18H27FeI2N4PSe4 as an isolated structure, with properties calculated with ωB97M-V with the def2-TZVPD basis set.

Each line ends with the Mulliken charge.
Geometry (Å):
1 Fe -0.28 -0.40 -0.08  0.049
2 Se -1.15 0.18 2.11  -0.070
3 Se -2.08 -1.79 2.95  -0.309
4 Se -3.49 -2.34 1.18  -0.212
5 Se -1.94 -2.15 -0.59  -0.266
6 I 1.54 1.77 -0.44  0.287
7 C 2.40 2.98 1.07  -1.005
8 I 1.40 2.96 2.91  0.092
9 H 2.37 3.99 0.68  0.574
10 H 3.42 2.64 1.20  0.417
11 C 3.78 -1.14 -0.63  -1.201
12 C 2.92 -2.28 -0.09  -0.897
13 P 1.43 -1.77 0.88  1.046
14 C 2.20 -1.03 2.37  0.069
15 C 3.04 -1.94 3.25  -1.408
16 C 0.76 -3.39 1.44  -0.503
17 C 1.71 -4.59 1.48  -1.456
18 H 4.63 -1.54 -1.19  0.409
19 H 4.19 -0.53 0.17  0.250
20 H 3.22 -0.49 -1.30  0.133
21 H 3.51 -2.93 0.55  0.645
22 H 2.59 -2.90 -0.93  0.441
23 H 1.37 -0.58 2.92  0.349
24 H 2.80 -0.18 2.01  0.117
25 H 2.43 -2.74 3.69  0.297
26 H 3.46 -1.37 4.08  0.429
27 H 3.87 -2.41 2.72  0.302
28 H -0.09 -3.60 0.80  0.181
29 H 0.32 -3.19 2.42  0.472
30 H 2.09 -4.85 0.49  0.280
31 H 1.17 -5.47 1.84  0.432
32 H 2.57 -4.44 2.13  0.274
33 N -2.82 0.30 -2.70  -0.280
34 C -2.80 1.32 -1.78  0.683
35 C -3.81 2.30 -1.84  -0.924
36 C -3.79 3.34 -0.94  -0.326
37 C -2.77 3.39 0.00  -1.167
38 C -1.82 2.40 -0.03  -0.091
39 N -1.80 1.36 -0.89  0.391
40 H -3.73 0.14 -3.11  0.300
41 H -2.45 -0.56 -2.32  -0.208
42 H -4.59 2.21 -2.58  0.353
43 H -4.57 4.09 -0.97  0.395
44 H -2.70 4.18 0.73  0.454
45 H -1.01 2.43 0.69  0.151
46 N -0.19 -2.39 -7.17  -0.458
47 C -0.07 -2.05 -6.08  -0.273
48 C 0.09 -1.62 -4.71  0.550
49 C 0.01 -0.28 -4.38  -0.999
50 C 0.14 0.07 -3.05  -0.296
51 N 0.35 -0.81 -2.07  1.218
52 C 0.43 -2.11 -2.40  -0.468
53 C 0.31 -2.56 -3.71  -1.171
54 H -0.18 0.48 -5.13  0.521
55 H 0.05 1.11 -2.77  0.252
56 H 0.59 -2.81 -1.60  0.628
57 H 0.37 -3.61 -3.92  0.545

## Properties
charge	0
energy above the lowest of the compared OMol25 structures with the same formula, charge and spin	6.3	kcal/mol
gap between HOMO and LUMO (spin up / spin down)	0.209 / 0.211	Ha
HOMO energy (spin up / spin down)	-6.509 / -6.556	eV

---

Below is C18H27IrN6O8PS2 as an isolated structure, with properties calculated with ωB97M-V with the def2-TZVPD basis set.

Each line ends with the Mulliken spin population.
Geometry (Å):
1 Ir 0.11 -0.72 1.84  1.571
2 N -2.47 0.93 4.71  0.146
3 C -1.86 0.31 3.72  0.092
4 S -0.44 -0.59 4.09  0.310
5 N -2.35 0.56 2.49  0.205
6 N -1.67 0.09 1.42  0.355
7 C -2.22 0.43 0.19  0.141
8 C -2.22 -0.37 -0.85  0.002
9 C -2.68 -0.07 -2.22  0.461
10 C -2.71 -1.04 -3.25  -0.188
11 C -2.97 -2.40 -3.00  0.439
12 C -3.27 -3.00 -1.69  -0.044
13 N -2.83 -2.62 -0.55  0.165
14 H -2.13 0.76 5.63  0.002
15 H -3.31 1.45 4.50  -0.007
16 H -2.44 1.45 0.09  0.029
17 H -2.74 0.97 -2.49  0.037
18 H -2.67 -0.70 -4.27  -0.002
19 H -3.17 -3.12 -3.82  0.007
20 H -3.90 -3.87 -1.61  0.008
21 O 1.36 -4.20 2.92  0.020
22 S 1.36 -3.14 1.98  0.002
23 O 2.29 -3.49 0.88  0.151
24 O 0.02 -2.79 1.33  0.128
25 O 1.78 -1.76 2.56  0.007
26 C 2.53 4.15 1.82  0.000
27 C 1.26 4.52 1.06  0.003
28 C 0.67 3.35 0.21  -0.006
29 C -0.72 3.67 -0.39  0.009
30 C -1.83 3.97 0.64  0.001
31 C 1.60 3.13 -0.96  -0.002
32 O 1.92 3.99 -1.76  0.000
33 N 1.97 1.83 -1.21  0.004
34 C 1.56 0.69 -0.47  -0.031
35 O 1.84 -0.40 -0.96  0.025
36 N 0.90 0.85 0.69  0.226
37 C 0.58 2.16 1.14  -0.079
38 O 0.18 2.29 2.27  0.010
39 H 2.89 5.05 2.31  0.000
40 H 3.36 3.91 1.12  0.000
41 H 2.35 3.38 2.54  0.000
42 H 1.49 5.34 0.39  0.000
43 H 0.49 4.81 1.77  0.000
44 H -1.03 2.78 -0.97  -0.005
45 H -0.57 4.55 -1.00  -0.001
46 H -2.02 3.16 1.32  -0.001
47 H -2.74 4.28 0.12  0.000
48 H -1.53 4.82 1.24  0.000
49 H 2.58 1.65 -2.00  0.000
50 C 0.66 -2.90 -2.52  0.219
51 P 1.70 -3.46 -1.09  0.550
52 C 1.68 -5.32 -1.07  0.028
53 C 3.41 -3.10 -1.55  0.018
54 O -1.68 -1.67 -0.78  -0.003
55 H 0.88 -3.42 -3.46  0.029
56 H 0.91 -1.86 -2.60  -0.029
57 H -0.41 -2.99 -2.21  -0.022
58 H 1.49 -5.68 -2.08  0.007
59 H 0.88 -5.71 -0.44  0.003
60 H 2.60 -5.74 -0.69  -0.001
61 H 3.51 -3.27 -2.63  0.007
62 H 4.11 -3.76 -1.04  0.000
63 H 3.67 -2.10 -1.31  0.003

## Properties
multiplicity	6
charge	0
energy above the lowest of the compared OMol25 structures with the same formula, charge and spin	74.2	kcal/mol
expectation value of S²	8.809
gap between HOMO and LUMO (spin up / spin down)	0.277 / 0.248	Ha
HOMO energy (spin up / spin down)	-7.379 / -8.935	eV

---

Below is C18H27N2O3S as an isolated structure, with properties calculated with ωB97M-V with the def2-TZVPD basis set.

Each line ends with the Mulliken charge.
Geometry (Å):
1 C 4.36 3.65 -0.35  -1.312
2 C 4.06 2.17 -0.35  -0.130
3 C 5.29 1.36 -0.36  -0.673
4 C 4.84 -0.26 -0.41  -0.623
5 C 4.17 -0.90 0.76  0.098
6 C 3.76 -2.31 0.88  -0.629
7 H 3.37 -2.73 1.96  0.269
8 H 4.69 -2.76 0.42  0.359
9 O 2.83 -2.49 -0.30  -0.403
10 C 1.62 -2.31 -0.05  0.773
11 C 0.91 -1.58 1.14  -0.662
12 C -0.50 -1.49 1.06  -0.429
13 C -1.15 -2.05 -0.06  -0.027
14 C -0.57 -2.26 -1.07  0.245
15 C 0.76 -2.56 -1.28  -1.835
16 H 1.17 -2.95 -1.92  1.107
17 H -1.16 -2.74 -1.92  0.176
18 N -2.63 -1.74 0.20  0.379
19 C -3.09 -0.48 0.54  0.033
20 O -2.65 0.49 1.07  -0.750
21 C -4.73 -0.84 0.57  0.537
22 C -5.01 -2.00 -0.02  -1.907
23 C -3.50 -2.56 -0.27  0.649
24 O -3.24 -3.69 -0.59  -0.564
25 H -5.56 -2.66 0.05  1.096
26 H -5.20 -1.85 -1.17  0.311
27 H -4.96 -1.19 1.70  0.335
28 S -5.70 0.75 0.15  -0.341
29 C -4.83 1.36 -1.04  -0.047
30 H -3.88 0.70 -1.32  0.224
31 H -5.38 1.60 -2.08  0.370
32 C -4.30 2.75 -0.82  -0.597
33 N -3.81 2.77 0.74  -0.135
34 H -3.31 3.42 0.96  0.353
35 H -4.70 2.59 1.32  0.392
36 H -3.22 2.02 0.93  0.039
37 H -3.39 3.09 -1.49  0.350
38 H -5.07 3.52 -0.54  0.357
39 H -0.87 -1.18 2.09  0.226
40 H 1.44 -1.43 2.10  0.455
41 H 4.90 -0.65 1.91  0.189
42 H 3.09 -0.09 1.35  0.072
43 H 4.01 -0.46 -1.19  0.195
44 H 5.65 -0.93 -0.53  0.313
45 H 5.64 1.56 -1.28  0.425
46 H 5.89 1.41 0.54  0.369
47 H 3.35 1.81 -1.15  0.277
48 H 3.45 1.88 0.60  0.082
49 H 4.89 3.93 -1.45  0.240
50 H 4.80 3.99 0.46  0.423
51 H 3.45 4.34 -0.48  0.346

## Properties
charge	+1
energy above the lowest of the compared OMol25 structures with the same formula, charge and spin	394.1	kcal/mol
gap between HOMO and LUMO	0.282	Ha
HOMO energy	-10.583	eV

---

> Which formula does entry 1 have?

C18H27F6N9P

---

> What is the charge in the third record?

0